# 1
C2H5N3S | ωB97M-V/def2-TZVPD

The geometry in XYZ format:
```
11
Properties=species:S:1:pos:R:3:forces:R:3:mulliken_charge:R:1
C 0.298964 -0.349682 0.586372 0.006 0.472 0.272 0.58
C -0.880244 1.436643 -1.535327 0.235 0.518 0.356 -0.20
H 0.818813 -1.708449 1.974109 0.070 0.900 -0.036 0.24
H 0.860583 -0.071592 2.561145 -0.026 -0.007 0.028 0.22
H 0.832934 1.539459 1.090066 -0.040 -0.064 -0.019 0.29
H -1.257545 0.427828 -1.671104 0.133 0.146 0.080 0.21
H -1.150444 2.227821 -2.243183 0.113 -0.343 0.194 0.25
N 0.875663 -0.702716 1.777611 -0.057 -1.016 -0.117 -0.47
N 0.268167 1.013647 0.442073 0.040 -0.116 -0.141 0.16
N -0.139669 1.846688 -0.573923 -0.457 -0.441 -0.496 -0.82
S -0.227862 -1.502511 -0.471102 -0.016 -0.049 -0.119 -0.45
```
Forces are in eV/Å.

Values from the calculation:
Orbital gap (eV): 9.33
Energy relative to the best compared isomer or geometry (same formula, charge and spin) (eV): 1.6173
2S+1: 1
SMILES: C=NNC(N)=S
Energy (a.u.): -641.6246
HOMO level (Eh): -0.3141

# 2
C21H33Cl3CoGeN5O5S2 | ωB97M-V/def2-TZVPD

The geometry in XYZ format:
```
71
Properties=species:S:1:pos:R:3:forces:R:3:mulliken_charge:R:1
Co 0.165781 0.056067 0.001370 -0.777 0.204 0.174 -0.09
C -1.745937 1.782675 -2.550453 0.021 -0.016 -0.034 -0.86
S -2.611606 0.523806 -1.612164 0.385 0.025 0.012 0.45
O -1.479300 -0.273759 -0.889461 -0.381 0.041 -0.289 -0.18
C -3.155443 -0.545335 -2.890175 -0.167 -0.023 -0.016 0.60
C -4.524084 -0.782550 -2.927045 0.004 0.000 -0.007 -0.40
C -5.035916 -1.596980 -3.928787 0.004 -0.003 -0.041 -0.70
C -4.180561 -2.159737 -4.862483 0.017 0.040 0.008 -0.44
C -2.809519 -1.905210 -4.818610 -0.004 -0.039 -0.020 -0.79
C -2.285609 -1.100689 -3.827080 -0.004 0.019 0.031 -0.25
H -1.262905 1.344421 -3.420708 0.035 -0.014 0.023 0.44
H -1.011419 2.239183 -1.887832 -0.072 0.072 0.039 0.16
H -2.480787 2.524524 -2.862570 -0.003 -0.012 -0.015 0.43
H -5.179868 -0.327008 -2.194887 0.000 -0.024 0.001 0.45
H -6.100031 -1.780119 -3.984605 0.009 -0.023 0.031 0.40
H -4.578940 -2.800374 -5.637925 -0.001 0.033 -0.016 0.42
H -2.156723 -2.324695 -5.572198 -0.003 -0.055 0.038 0.42
H -1.219931 -0.910864 -3.782760 0.001 0.028 -0.022 0.34
Cl 2.590675 0.107585 -3.025443 -0.152 0.059 -0.186 -0.23
Ge 1.598208 -1.036431 -1.555296 0.347 0.044 0.675 0.81
Cl 2.253800 0.131732 0.522868 0.839 0.286 -0.166 -0.40
Cl 2.689460 -2.829280 -1.345621 -0.079 -0.213 -0.078 -0.22
C 0.773623 -1.588487 2.449694 -0.060 -0.072 0.151 -0.81
C 0.256703 -2.691391 3.444892 -0.249 -0.007 -0.122 -0.83
N -1.063558 -3.119568 3.042586 -0.169 -0.290 0.256 -0.05
C -1.032757 -3.699274 1.719011 0.030 0.133 0.256 -0.84
C -0.554404 -2.607142 0.694173 -0.070 -0.122 0.018 -0.03
N -0.283204 -1.346709 1.434438 0.069 0.060 -0.593 1.04
C -1.515617 -0.889151 2.116694 -0.010 0.006 0.029 -0.53
C -1.996859 -2.020783 3.100533 0.242 -0.225 -0.024 -0.90
H 1.682550 -1.915600 1.956508 -0.074 -0.033 -0.059 0.50
H 0.979254 -0.659063 2.977542 -0.034 0.038 -0.101 0.50
H 0.216801 -2.291067 4.456144 0.014 -0.011 -0.007 0.29
H 0.931280 -3.545298 3.434586 0.019 0.033 0.008 0.33
H -2.027208 -4.052612 1.453039 0.010 0.015 -0.018 0.31
H -0.352188 -4.548557 1.713272 0.008 0.021 -0.034 0.33
H -1.319349 -2.416630 -0.053818 0.042 0.076 0.024 0.22
H 0.358888 -2.929556 0.196456 0.020 0.055 0.106 0.15
H -2.277516 -0.693046 1.367829 0.078 -0.082 -0.025 0.02
H -1.294193 0.026217 2.662172 0.069 -0.024 -0.043 0.67
H -2.986487 -2.370089 2.812033 0.004 0.034 -0.002 0.34
H -2.044708 -1.637142 4.117848 -0.009 0.032 -0.027 0.30
C 2.341288 8.762531 3.626383 0.034 -0.002 -0.008 -1.32
C 1.804451 7.347483 3.428919 -0.157 0.166 -0.005 -0.33
S 0.041509 7.444918 3.207730 -0.154 0.142 -0.036 1.21
O -0.557246 7.891294 4.430454 0.053 -0.066 -0.043 -0.66
O -0.221916 8.117373 1.958903 0.010 -0.055 0.091 -0.65
C -0.479931 5.731398 2.959916 0.102 0.112 -0.140 -0.63
C -0.544055 5.443108 1.463345 -0.012 0.022 0.174 -1.36
N -0.818616 4.014569 1.188093 -0.103 0.196 0.109 0.41
C 0.109405 3.082615 0.911847 0.034 -0.160 0.034 0.91
N -0.468163 1.869849 0.780973 0.021 -0.072 0.078 0.48
C -1.814167 2.062661 0.988531 0.112 -0.096 -0.063 -0.93
C -2.033231 3.368992 1.229425 -0.006 0.091 0.004 -0.30
N -3.326623 3.978877 1.458473 0.020 0.028 0.009 1.10
O -3.353792 5.111259 1.884349 0.002 -0.053 -0.037 -0.59
O -4.278253 3.274792 1.197410 0.036 0.020 0.051 -0.63
C 1.550884 3.427835 0.784680 -0.062 -0.034 -0.055 -1.62
H 3.422877 8.734508 3.742067 0.005 -0.031 0.011 0.38
H 1.909129 9.212649 4.517990 0.007 -0.005 0.004 0.36
H 2.103676 9.389636 2.768810 -0.002 -0.011 -0.006 0.37
H 1.964975 6.718805 4.305470 0.096 -0.032 -0.047 0.41
H 2.200626 6.882165 2.523496 0.079 -0.055 0.074 0.26
H -1.465522 5.678318 3.419006 0.022 -0.084 0.046 0.44
H 0.223410 5.089516 3.492604 -0.072 -0.061 0.015 0.42
H 0.391330 5.705472 0.977997 -0.008 -0.094 -0.085 0.58
H -1.329141 6.041708 1.016827 0.007 -0.016 -0.093 0.33
H -2.543668 1.277763 0.969061 -0.022 0.053 -0.026 1.02
H 1.694942 4.219284 0.048552 -0.016 0.016 0.019 0.44
H 2.120745 2.565300 0.469725 0.036 -0.004 -0.009 0.20
H 1.951365 3.772102 1.739630 -0.015 0.018 0.001 0.30
```
Forces are in eV/Å.

Values from the calculation:
Orbital gap (alpha / beta) (eV): 5.07 / 7.31
Energy relative to the best compared isomer or geometry (same formula, charge and spin) (eV): 0.0000
2S+1: 1
Total charge: +2
Energy (a.u.): -7106.0134
HOMO level (alpha / beta) (Eh): -0.5239 / -0.5373

Repeat the first record exactly.
C2H5N3S | ωB97M-V/def2-TZVPD

The geometry in XYZ format:
```
11
Properties=species:S:1:pos:R:3:forces:R:3:mulliken_charge:R:1
C 0.298964 -0.349682 0.586372 0.006 0.472 0.272 0.58
C -0.880244 1.436643 -1.535327 0.235 0.518 0.356 -0.20
H 0.818813 -1.708449 1.974109 0.070 0.900 -0.036 0.24
H 0.860583 -0.071592 2.561145 -0.026 -0.007 0.028 0.22
H 0.832934 1.539459 1.090066 -0.040 -0.064 -0.019 0.29
H -1.257545 0.427828 -1.671104 0.133 0.146 0.080 0.21
H -1.150444 2.227821 -2.243183 0.113 -0.343 0.194 0.25
N 0.875663 -0.702716 1.777611 -0.057 -1.016 -0.117 -0.47
N 0.268167 1.013647 0.442073 0.040 -0.116 -0.141 0.16
N -0.139669 1.846688 -0.573923 -0.457 -0.441 -0.496 -0.82
S -0.227862 -1.502511 -0.471102 -0.016 -0.049 -0.119 -0.45
```
Forces are in eV/Å.

Values from the calculation:
Orbital gap (eV): 9.33
Energy relative to the best compared isomer or geometry (same formula, charge and spin) (eV): 1.6173
2S+1: 1
SMILES: C=NNC(N)=S
Energy (a.u.): -641.6246
HOMO level (Eh): -0.3141

Which value of energy does entry 2 give?
-7106.0134 a.u.